# 1
# C5H7Cl2P

A cluster of 2 separate species, C5H7Cl2P in total at a distorted geometry (ωB97M-V with the def2-TZVPD basis set, OMol25).

Its charge is 0. Its HOMO energy (spin up / spin down) is -8.67 / -8.68 eV.

```
15
C5H7Cl2P (ωB97M-V with the def2-TZVPD basis set)
C 0.409 -0.148 -0.715
C -1.021 -0.167 -0.645
C 1.038 0.828 0.059
C 0.185 1.572 1.001
C 1.003 -1.060 -1.731
P -1.561 0.769 0.746
Cl -2.055 -3.132 3.007
Cl -2.575 2.166 -0.412
H 2.048 1.190 -0.244
H -1.257 -2.325 2.325
H 0.451 1.564 2.024
H -0.006 2.562 0.560
H 0.201 -1.018 -2.583
H 1.065 -2.127 -1.485
H 2.074 -0.675 -1.907
```

Here are the Mulliken charges for atoms 1 to 8, given in e: 0.839 -0.574 -0.260 -0.788 -1.034 0.215 -0.239 -0.249

=====

# 2
# C5H7ClN2O

An isolated molecule of C5H7ClN2O at a distorted geometry (ωB97M-V with the def2-TZVPD basis set, OMol25).

Its charge is 0. Its HOMO energy is -7.20 eV.

```
16
C5H7ClN2O (ωB97M-V with the def2-TZVPD basis set)
C 0.372 0.040 0.649
C 1.801 -0.029 -0.014
C 0.245 0.038 -1.689
C 0.050 -0.073 2.121
C -1.884 0.192 -0.588
N 1.557 0.011 -1.423
N -0.470 0.062 -0.432
O -0.330 -0.017 -2.771
Cl 3.338 -0.161 0.753
H 0.652 0.489 2.694
H 0.225 -1.217 2.361
H -0.975 0.260 2.174
H -2.288 -0.086 -1.648
H -2.509 -0.319 0.284
H -2.035 1.232 -0.425
H 2.252 -0.421 -2.047
```

Here are the Mulliken charges for atoms 1 to 8, given in e: 0.529 -0.029 0.219 -1.178 -0.956 -0.088 0.121 -0.658

=====

# 3
# C5H7ClN2S

An isolated molecule of C5H7ClN2S at a distorted geometry (ωB97M-V with the def2-TZVPD basis set, OMol25).

Its charge is 0. Its HOMO energy is -8.12 eV.

```
16
C5H7ClN2S (ωB97M-V with the def2-TZVPD basis set)
C 1.317 0.196 0.417
C 0.683 1.247 -0.187
C -0.324 -1.240 -0.105
C 1.172 2.740 -0.019
C -0.819 -2.549 0.328
N -0.532 1.049 -0.650
N -1.004 -0.234 -0.461
S 2.746 -0.372 0.998
Cl 4.237 -0.459 -0.444
H 0.308 3.330 0.087
H 1.760 2.744 0.862
H 1.663 3.215 -0.939
H -0.452 -2.890 1.370
H -1.890 -2.495 0.540
H -0.556 -3.381 -0.477
H -2.012 -0.373 -0.744
```

Here are the Mulliken charges for atoms 1 to 8, given in e: -0.193 0.941 0.235 -1.024 -0.914 -1.019 0.218 -0.091

=====

Listing energy relative to the best compared isomer or geometry (same formula, charge and spin) for the structures above in their given order: 80.90, 28.14, 65.32 kcal per mole.